{"formula": "C27H33BrFMgN10OS", "method": "wB97M-V/def2-TZVPD", "species": ["Mg", "N", "C", "C", "N", "C", "C", "N", "C", "C", "N", "H", "H", "H", "H", "H", "H", "F", "C", "C", "C", "C", "C", "C", "H", "H", "H", "H", "C", "N", "C", "C", "S", "N", "C", "C", "H", "H", "H", "H", "H", "H", "H", "H", "H", "H", "H", "H", "C", "N", "C", "C", "C", "N", "C", "O", "N", "H", "H", "H", "H", "H", "H", "H", "Br", "C", "C", "C", "C", "N", "C", "H", "H", "H", "H"], "positions_angstrom": [[0.22, 0.20, -0.73], [-0.76, 3.52, -3.18], [0.28, 3.16, -4.01], [0.83, 2.04, -3.47], [0.14, 1.69, -2.34], [-0.80, 2.60, -2.19], [-1.69, 2.49, -1.05], [-1.46, 1.55, -0.15], [-2.49, 1.63, 0.75], [-3.33, 2.64, 0.40], [-2.80, 3.19, -0.75], [-1.34, 4.32, -3.29], [0.53, 3.74, -4.89], [1.68, 1.47, -3.81], [-2.57, 0.95, 1.58], [-4.24, 3.01, 0.83], [-3.25, 3.90, -1.31], [2.60, -5.01, -3.19], [1.95, -3.97, -2.61], [2.18, -3.71, -1.27], [1.52, -2.62, -0.70], [0.65, -1.77, -1.41], [0.45, -2.13, -2.75], [1.08, -3.22, -3.36], [2.85, -4.34, -0.71], [1.72, -2.43, 0.36], [-0.23, -1.54, -3.36], [0.91, -3.47, -4.40], [0.64, 1.94, 2.58], [-0.34, 1.24, 3.40], [-1.20, 2.12, 4.17], [-0.62, -0.08, 3.22], [-0.19, -0.95, 1.83], [-1.29, -0.68, 4.23], [-1.90, -1.99, 4.02], [-1.01, -0.38, 5.63], [1.20, 2.63, 3.22], [0.16, 2.51, 1.79], [1.32, 1.23, 2.12], [-1.46, 2.98, 3.55], [-0.70, 2.49, 5.08], [-2.11, 1.61, 4.46], [-2.37, -2.04, 3.05], [-2.64, -2.14, 4.80], [-1.15, -2.79, 4.08], [-0.19, 0.33, 5.70], [-0.70, -1.30, 6.12], [-1.88, 0.02, 6.15], [3.89, 0.04, 1.67], [4.01, -0.19, 0.24], [5.03, -0.93, -0.28], [5.08, -1.25, -1.59], [4.01, -0.77, -2.39], [3.06, 0.02, -1.91], [3.01, 0.27, -0.60], [2.05, 0.87, -0.06], [3.93, -1.10, -3.70], [4.77, -0.37, 2.16], [2.99, -0.45, 2.05], [3.83, 1.11, 1.87], [5.78, -1.26, 0.43], [5.87, -1.86, -1.99], [4.50, -1.85, -4.04], [3.03, -0.97, -4.13], [-5.81, 1.72, -2.35], [-4.60, 0.36, -1.86], [-4.94, -0.58, -0.90], [-3.99, -1.54, -0.57], [-2.76, -1.51, -1.20], [-2.44, -0.61, -2.13], [-3.36, 0.30, -2.46], [-5.91, -0.56, -0.42], [-4.21, -2.30, 0.17], [-1.98, -2.22, -0.95], [-3.09, 1.00, -3.24]], "gap_ev": 7.82, "energy_ha": -4943.6073, "total_charge": 1, "e_lumo_ev": -2.12}


{"formula": "C27H33BrFN6O10SW", "method": "wB97M-V/def2-TZVPD", "species": ["W", "Br", "C", "C", "C", "C", "C", "N", "C", "O", "O", "H", "H", "H", "C", "C", "N", "C", "C", "C", "C", "N", "H", "H", "H", "H", "H", "H", "H", "H", "H", "H", "H", "H", "H", "H", "F", "C", "C", "N", "C", "C", "O", "O", "C", "O", "N", "C", "O", "H", "H", "H", "H", "N", "C", "C", "C", "C", "C", "C", "S", "O", "O", "O", "H", "H", "H", "H", "H", "H", "C", "O", "C", "C", "H", "H", "H", "H", "H", "H"], "positions_angstrom": [[-0.02, -1.26, -0.20], [-1.76, -1.44, 3.75], [-0.63, -2.75, 3.02], [-0.53, -3.93, 3.75], [0.47, -4.84, 3.45], [1.41, -4.48, 2.50], [1.21, -3.32, 1.81], [0.16, -2.50, 1.97], [2.28, -2.74, 0.95], [3.41, -3.12, 0.95], [1.86, -1.66, 0.28], [-1.22, -4.10, 4.56], [0.55, -5.76, 4.00], [2.30, -5.07, 2.30], [-1.23, 2.81, 3.06], [-0.06, 2.01, 3.60], [1.13, 2.03, 2.73], [2.16, 3.02, 3.10], [3.07, 2.55, 4.23], [1.29, 1.17, 1.72], [2.62, 1.19, 1.02], [0.35, 0.33, 1.34], [-2.06, 2.79, 3.77], [-1.60, 2.41, 2.11], [-0.96, 3.86, 2.90], [-0.33, 0.98, 3.80], [0.26, 2.43, 4.55], [1.62, 3.92, 3.41], [2.73, 3.30, 2.22], [2.49, 2.25, 5.10], [3.73, 3.36, 4.53], [3.69, 1.70, 3.93], [3.44, 1.30, 1.72], [2.68, 2.04, 0.32], [2.75, 0.26, 0.49], [-0.50, 0.39, 1.88], [1.39, -3.57, -1.44], [0.27, -2.84, -1.71], [-0.85, -3.16, -0.90], [-2.09, -2.88, -1.54], [-3.27, -2.70, -0.73], [-2.90, -2.08, 0.60], [-3.57, -2.31, 1.56], [-1.88, -1.20, 0.59], [-2.27, -2.89, -2.90], [-3.35, -2.78, -3.43], [-1.10, -2.94, -3.68], [0.14, -2.66, -3.19], [1.09, -2.36, -3.88], [-0.82, -4.08, -0.33], [-3.80, -3.63, -0.54], [-3.95, -2.03, -1.25], [-1.24, -2.89, -4.68], [1.51, -0.39, -1.80], [1.23, 0.94, -2.25], [1.76, 1.48, -3.37], [1.21, 2.70, -3.84], [0.25, 3.41, -3.14], [-0.23, 2.90, -1.96], [0.19, 1.58, -1.48], [-0.44, 5.01, -3.68], [-1.84, 4.66, -3.83], [-0.14, 5.83, -2.53], [0.29, 5.28, -4.89], [1.58, -1.02, -2.60], [2.42, -0.44, -1.33], [2.53, 0.95, -3.93], [1.51, 3.08, -4.82], [-0.88, 3.52, -1.35], [0.59, 1.80, -0.47], [-1.98, 0.21, -3.35], [-1.12, -0.30, -2.31], [-0.90, 0.51, -1.18], [-2.16, 1.16, -0.66], [-1.72, 1.24, -3.59], [-3.03, 0.15, -3.05], [-1.81, -0.42, -4.22], [-2.50, 1.93, -1.36], [-1.96, 1.65, 0.30], [-2.95, 0.44, -0.51]], "gap_ev": 5.79, "energy_ha": -5268.5390, "total_charge": 1, "e_lumo_ev": -5.27}


{"formula": "C27H33BrIrN3O2Se2", "method": "wB97M-V/def2-TZVPD", "species": ["Ir", "C", "Se", "C", "C", "Se", "C", "H", "H", "H", "H", "H", "H", "H", "H", "H", "H", "C", "O", "C", "C", "C", "Br", "C", "C", "C", "O", "C", "N", "C", "C", "C", "C", "C", "C", "N", "H", "H", "H", "H", "H", "H", "H", "H", "H", "H", "H", "C", "N", "C", "C", "C", "C", "C", "C", "C", "C", "H", "H", "H", "H", "H", "H", "H", "H", "H", "H", "H", "H"], "positions_angstrom": [[0.01, -0.65, 0.98], [1.07, -4.07, 0.99], [0.94, -2.58, 2.22], [2.82, -2.31, 2.56], [3.49, -1.83, 1.32], [2.47, -0.33, 0.66], [2.92, 0.95, 2.05], [1.44, -4.91, 1.59], [1.73, -3.87, 0.15], [0.07, -4.29, 0.64], [3.28, -3.21, 2.97], [2.81, -1.55, 3.34], [3.46, -2.55, 0.50], [4.52, -1.54, 1.48], [3.92, 1.32, 1.84], [2.88, 0.48, 3.03], [2.20, 1.77, 2.01], [-3.42, 0.83, 1.20], [-2.02, 0.93, 0.87], [-1.63, 2.20, 0.44], [-2.44, 3.32, 0.51], [-1.97, 4.50, -0.04], [-3.06, 6.02, 0.04], [-0.73, 4.58, -0.65], [0.09, 3.46, -0.69], [-0.38, 2.29, -0.13], [0.39, 1.10, -0.18], [1.37, 3.58, -1.42], [1.55, 4.43, -2.38], [2.86, 4.26, -2.80], [3.57, 4.93, -3.79], [4.89, 4.56, -3.99], [5.49, 3.55, -3.23], [4.81, 2.88, -2.24], [3.48, 3.25, -2.06], [2.49, 2.80, -1.18], [-4.01, 1.19, 0.36], [-3.63, 1.42, 2.09], [-3.64, -0.21, 1.38], [-3.42, 3.29, 0.96], [-0.38, 5.50, -1.10], [0.73, 0.96, -1.08], [3.10, 5.70, -4.38], [5.47, 5.06, -4.76], [6.53, 3.30, -3.41], [5.29, 2.10, -1.65], [2.64, 2.18, -0.41], [-2.51, -4.83, -1.41], [-2.68, -3.40, -1.55], [-3.93, -2.92, -2.10], [-1.90, -2.54, -0.73], [-2.29, -2.42, 0.75], [-3.50, -2.93, 1.22], [-3.92, -2.74, 2.53], [-3.15, -2.00, 3.42], [-1.93, -1.49, 3.01], [-1.52, -1.70, 1.68], [-2.85, -5.33, -2.31], [-3.04, -5.29, -0.56], [-1.44, -5.07, -1.30], [-4.18, -3.50, -2.99], [-3.82, -1.87, -2.41], [-4.80, -2.97, -1.42], [-1.94, -1.53, -1.16], [-0.85, -2.85, -0.78], [-4.13, -3.48, 0.53], [-4.86, -3.16, 2.86], [-3.48, -1.84, 4.44], [-1.31, -0.94, 3.70]], "gap_ev": 4.85, "energy_ha": -8843.9425, "total_charge": 2, "e_lumo_ev": -8.07}


{"formula": "C27H33Cl2N5ORhS2", "method": "wB97M-V/def2-TZVPD", "species": ["Rh", "O", "C", "N", "C", "C", "C", "C", "C", "C", "N", "C", "C", "C", "C", "C", "N", "H", "H", "H", "H", "H", "H", "H", "H", "H", "H", "Cl", "C", "C", "C", "C", "C", "Cl", "C", "S", "H", "H", "H", "C", "C", "C", "C", "N", "C", "S", "N", "C", "C", "C", "C", "H", "H", "H", "H", "H", "H", "H", "H", "H", "H", "H", "H", "H", "H", "H", "H", "H", "H", "H", "H"], "positions_angstrom": [[-0.01, 1.82, 0.78], [3.57, 0.14, 0.82], [2.67, 0.97, 0.89], [1.57, 0.93, 1.64], [1.29, -0.18, 2.52], [-0.20, -0.43, 2.57], [-0.73, -1.47, 3.33], [-2.10, -1.60, 3.46], [-2.93, -0.67, 2.84], [-2.35, 0.33, 2.08], [-1.02, 0.43, 1.94], [2.68, 2.24, 0.05], [3.82, 2.68, -0.59], [3.76, 3.87, -1.31], [2.57, 4.58, -1.35], [1.46, 4.07, -0.69], [1.52, 2.92, -0.01], [1.61, 0.05, 3.55], [1.83, -1.08, 2.24], [-0.05, -2.16, 3.83], [-2.52, -2.40, 4.05], [-4.00, -0.72, 2.94], [-2.94, 1.06, 1.55], [4.72, 2.09, -0.52], [4.63, 4.24, -1.82], [2.48, 5.51, -1.89], [0.49, 4.56, -0.72], [-0.49, 3.59, 2.43], [-1.71, 4.60, 1.65], [-2.03, 5.78, 2.30], [-2.99, 6.60, 1.74], [-3.61, 6.22, 0.56], [-3.27, 5.04, -0.06], [-4.07, 4.61, -1.53], [-2.29, 4.17, 0.46], [-1.88, 2.69, -0.37], [-1.53, 6.04, 3.23], [-3.26, 7.53, 2.23], [-4.37, 6.85, 0.11], [3.77, -2.86, -2.14], [3.29, -4.16, -1.51], [1.85, -4.12, -1.00], [1.63, -3.11, 0.12], [1.33, -1.76, -0.37], [0.18, -1.16, -0.58], [0.22, 0.52, -1.12], [-1.02, -1.72, -0.50], [-1.45, -3.11, -0.33], [-2.71, -3.37, -1.15], [-2.44, -3.75, -2.61], [-1.71, -2.68, -3.41], [4.75, -2.99, -2.60], [3.87, -2.05, -1.41], [3.08, -2.52, -2.93], [3.95, -4.43, -0.68], [3.37, -4.97, -2.24], [1.57, -5.11, -0.64], [1.18, -3.88, -1.83], [2.53, -3.02, 0.72], [0.83, -3.41, 0.80], [2.14, -1.16, -0.51], [-1.76, -1.06, -0.70], [-1.63, -3.30, 0.73], [-0.66, -3.77, -0.66], [-3.36, -2.49, -1.10], [-3.27, -4.18, -0.67], [-3.40, -3.97, -3.08], [-1.87, -4.68, -2.63], [-2.24, -1.73, -3.39], [-1.62, -2.99, -4.46], [-0.70, -2.51, -3.04]], "gap_ev": 7.02, "energy_ha": -3224.9140, "total_charge": 1, "e_lumo_ev": -3.19}


{"formula": "C27H33ClFeN15O4", "method": "wB97M-V/def2-TZVPD", "species": ["Fe", "C", "C", "N", "C", "C", "N", "C", "C", "C", "C", "C", "N", "C", "C", "N", "C", "C", "N", "C", "C", "C", "N", "C", "C", "H", "H", "H", "H", "H", "H", "H", "H", "H", "H", "H", "H", "C", "N", "C", "C", "N", "N", "C", "N", "N", "H", "H", "H", "H", "H", "H", "H", "H", "H", "H", "H", "O", "Cl", "O", "O", "O", "C", "C", "C", "C", "N", "C", "N", "N", "N", "H", "H", "H", "H", "H", "H", "H", "H", "H", "H"], "positions_angstrom": [[0.02, 0.15, -0.18], [-4.38, -0.60, -0.49], [-3.14, 0.02, -0.63], [-2.27, 0.02, 0.36], [-2.62, -0.52, 1.54], [-3.89, -1.10, 1.67], [-4.73, -1.16, 0.66], [-1.58, -0.52, 2.58], [-1.75, -0.98, 3.88], [-0.66, -0.96, 4.76], [0.56, -0.50, 4.27], [0.62, -0.02, 2.97], [-0.43, -0.04, 2.16], [1.81, 0.64, 2.39], [3.11, 0.48, 2.86], [4.10, 1.20, 2.36], [3.84, 2.08, 1.41], [2.56, 2.19, 0.88], [1.57, 1.46, 1.36], [-0.82, -1.38, 6.16], [-1.68, -2.41, 6.52], [-1.79, -2.76, 7.86], [-1.11, -2.13, 8.80], [-0.30, -1.14, 8.49], [-0.12, -0.72, 7.17], [-5.09, -0.66, -1.30], [-2.82, 0.51, -1.54], [-4.23, -1.52, 2.61], [-2.72, -1.32, 4.23], [1.44, -0.50, 4.89], [3.37, -0.25, 3.62], [4.66, 2.71, 1.07], [2.34, 2.86, 0.05], [-2.24, -2.97, 5.78], [-2.44, -3.56, 8.19], [0.22, -0.66, 9.31], [0.52, 0.12, 6.95], [0.04, 5.33, -2.26], [-0.21, 4.43, -1.14], [-0.52, 4.99, 0.17], [-0.36, 3.10, -1.32], [-0.71, 2.27, -0.39], [-0.17, 2.65, -2.61], [-0.33, 1.36, -3.04], [-0.01, 1.15, -4.33], [-0.88, 0.46, -2.28], [0.03, 6.36, -1.89], [-0.74, 5.25, -3.02], [1.02, 5.16, -2.70], [-0.37, 6.06, 0.14], [0.14, 4.59, 0.94], [-1.56, 4.80, 0.45], [-0.86, 2.68, 0.52], [0.37, 3.24, -3.22], [0.43, 1.86, -4.89], [0.06, 0.21, -4.67], [-0.94, -0.45, -2.73], [3.56, -0.53, -2.20], [2.39, -0.30, -1.48], [1.29, -1.13, -1.94], [1.93, 1.08, -1.61], [2.52, -0.55, -0.07], [0.30, -5.93, 2.89], [-1.05, -5.89, 2.17], [-1.99, -4.89, 2.84], [-0.88, -5.59, 0.66], [-0.65, -4.18, 0.38], [-1.34, -3.37, -0.43], [-0.86, -2.16, -0.31], [0.14, -2.25, 0.59], [0.27, -3.44, 1.00], [0.15, -6.13, 3.95], [0.83, -4.98, 2.79], [0.93, -6.72, 2.48], [-1.50, -6.88, 2.22], [-1.57, -3.88, 2.84], [-2.15, -5.18, 3.87], [-2.97, -4.86, 2.34], [-1.79, -5.87, 0.12], [-0.05, -6.17, 0.27], [-2.16, -3.68, -1.06]], "gap_ev": [7.71, 5.95], "energy_ha": -3894.1171, "total_charge": 2, "e_lumo_ev": [-6.06, -7.82], "spin_multiplicity": 6}


{"formula": "C27H33FN5O4SSc", "method": "wB97M-V/def2-TZVPD", "species": ["Sc", "C", "C", "C", "C", "C", "C", "C", "S", "O", "O", "N", "C", "C", "O", "O", "H", "H", "H", "H", "H", "H", "H", "H", "H", "C", "N", "C", "C", "N", "N", "C", "C", "H", "H", "H", "H", "H", "H", "H", "H", "H", "H", "H", "H", "H", "N", "C", "C", "C", "C", "C", "C", "H", "H", "H", "H", "H", "F", "C", "C", "C", "C", "C", "C", "C", "H", "H", "H", "H", "H", "H"], "positions_angstrom": [[-0.20, 0.52, -0.31], [5.44, -3.21, -4.22], [4.33, -2.24, -3.93], [3.62, -1.63, -4.96], [2.58, -0.76, -4.69], [2.24, -0.48, -3.38], [2.94, -1.07, -2.33], [3.97, -1.94, -2.61], [0.87, 0.62, -3.03], [0.78, 1.52, -4.16], [1.27, 1.31, -1.76], [-0.38, -0.19, -2.70], [-0.45, -1.63, -2.77], [0.09, -2.34, -1.51], [0.20, -3.56, -1.53], [0.37, -1.57, -0.52], [6.03, -2.89, -5.08], [5.04, -4.20, -4.46], [6.10, -3.32, -3.37], [3.89, -1.85, -5.99], [2.04, -0.27, -5.49], [2.66, -0.85, -1.31], [4.51, -2.40, -1.79], [0.06, -2.05, -3.64], [-1.51, -1.91, -2.86], [-1.23, 0.64, 4.66], [-1.91, -0.04, 3.57], [-2.94, 0.78, 2.97], [-1.22, -0.90, 2.74], [-1.49, -1.01, 1.49], [-0.24, -1.66, 3.39], [0.74, -2.32, 2.56], [-0.63, -2.40, 4.57], [-0.89, 1.64, 4.35], [-0.34, 0.09, 4.97], [-1.91, 0.74, 5.51], [-3.61, 1.13, 3.76], [-3.50, 0.20, 2.24], [-2.50, 1.64, 2.46], [-0.96, -1.78, 1.08], [0.34, -3.21, 2.05], [1.57, -2.62, 3.19], [1.09, -1.61, 1.81], [-1.42, -1.88, 5.10], [0.22, -2.52, 5.24], [-1.00, -3.41, 4.31], [0.64, 1.18, 1.29], [0.88, 1.89, 2.37], [0.32, 3.20, 2.60], [0.51, 3.89, 3.78], [1.28, 3.38, 4.82], [1.89, 2.13, 4.61], [1.71, 1.42, 3.45], [-0.30, 3.62, 1.81], [0.03, 4.87, 3.89], [1.43, 3.93, 5.74], [2.51, 1.70, 5.40], [2.18, 0.45, 3.32], [-4.98, 1.34, -5.43], [-4.30, 1.46, -4.24], [-3.21, 2.30, -4.17], [-2.53, 2.42, -2.97], [-2.91, 1.72, -1.81], [-2.16, 1.80, -0.57], [-4.02, 0.87, -1.95], [-4.72, 0.73, -3.14], [-2.88, 2.84, -5.05], [-1.65, 3.05, -2.93], [-2.76, 1.50, 0.28], [-1.73, 2.79, -0.38], [-4.35, 0.29, -1.09], [-5.57, 0.07, -3.23]], "gap_ev": 4.80, "energy_ha": -2882.3107, "total_charge": -2, "e_lumo_ev": 4.25}